[1]
Computed, not measured: a molecular structure, C25H31AlB2Br2Cl5F9LiN2O5, with wB97M-V/def2-TZVPD.

The geometry in XYZ format:
```
83
Properties=species:S:1:pos:R:3:mulliken_charge:R:1
C 1.21121 3.69065 -0.83267 -0.9408
C 0.67175 2.43612 -1.48871 0.3208
O -0.22099 1.70990 -0.56243 -0.5316
B 0.37843 0.52288 -0.15372 -0.4646
O 1.40302 0.63803 0.81978 -0.2399
C -0.00461 -0.90915 -0.72902 2.1182
C 1.21643 -1.68464 -1.27583 -1.6510
C 2.28913 -0.80874 -1.92214 -0.3462
C 3.41572 -1.72643 -2.42029 -1.1887
C 4.22893 -2.36328 -1.27425 -0.6366
O 4.06518 -1.68043 -0.03142 -0.3440
C 3.87024 -2.53825 1.06551 -0.7355
C -0.81269 -0.53188 -1.99416 -0.7223
O -0.46427 -0.47993 -3.14819 -0.5397
N -2.19062 -0.28896 -1.60701 -0.3290
C -2.38833 -1.06643 -0.38584 0.0167
C -3.68021 -1.87765 -0.57197 1.1645
F -4.61141 -1.01666 -1.07197 -0.3941
F -4.23941 -2.28055 0.65719 -0.1327
C -3.62244 -3.05511 -1.50275 -0.1204
C -4.12323 -4.28160 -1.08617 -0.4018
C -4.04917 -5.38262 -1.90438 -1.0332
C -3.47485 -5.30189 -3.15644 -0.8400
C -2.97476 -4.08997 -3.58203 -0.4525
C -2.28687 -3.91024 -4.91649 0.9868
F -2.52402 -2.69007 -5.42252 -0.2563
F -2.62297 -4.84276 -5.79796 -0.2612
F -0.94566 -3.95015 -4.70711 -0.2438
C -3.05990 -2.98571 -2.75884 -0.1098
C -1.09310 -1.72534 0.11975 -0.2526
Br -0.80746 -3.63798 -0.15145 -0.0280
C -0.70156 -1.42937 1.59143 -0.5410
C -1.14196 -2.51872 2.56989 -0.4534
C -1.95963 -2.00067 3.73693 -0.8542
O -2.48772 -2.79532 2.54727 -0.3593
H 2.18566 3.54076 -0.34399 -0.1033
H 0.52411 4.11270 -0.09631 0.2119
H 1.38056 4.41706 -1.61767 0.4587
H 0.07086 2.72967 -2.33341 0.2371
H 1.46460 1.79662 -1.86760 0.1730
H 2.22195 0.87695 0.36047 0.3315
H 0.88012 -2.38286 -2.03207 0.9625
H 1.68758 -2.20102 -0.44651 0.1655
H 1.94407 -0.26251 -2.79545 0.6068
H 2.77587 -0.11351 -1.23788 0.2755
H 4.08057 -1.15529 -3.05891 0.5136
H 2.98834 -2.52940 -3.01614 0.3949
H 5.28503 -2.30738 -1.53402 0.4124
H 3.96880 -3.41356 -1.14827 0.3802
H 4.07902 -1.96606 1.96310 0.2548
H 2.83321 -2.89411 1.15694 0.2141
H 4.49638 -3.42714 1.01891 0.4008
H -2.39444 0.68033 -1.41684 0.4174
H -2.61569 -0.32250 0.39199 0.7204
H -4.55482 -4.42308 -0.11118 0.3976
H -4.41121 -6.34817 -1.59258 0.4209
H -3.39334 -6.15348 -3.81306 0.5379
H -2.67483 -2.04143 -3.10963 0.8167
H -1.15302 -0.52346 1.99428 0.2762
H 0.37441 -1.47500 1.72622 0.3306
H -0.45386 -3.30839 2.78687 0.5819
H -2.51718 -1.08884 3.61621 0.3082
H -2.22535 -2.76032 4.45264 0.4427
Li 0.11206 2.40588 1.70058 0.8627
Br 3.08804 3.95294 1.53785 0.0182
C -0.91037 5.56101 -4.45968 -0.9466
C 0.24306 4.71122 -4.18391 0.5325
N 1.16176 4.04606 -3.96506 -0.4502
H -0.58175 6.58513 -4.62216 0.3140
H -1.42446 5.20584 -5.35012 0.3251
H -1.59790 5.53749 -3.61632 0.2749
Al -5.79317 -1.65021 2.06298 0.8184
Cl 1.39665 4.70067 2.88860 -0.0875
B 0.38597 6.69844 5.91909 0.5729
F -0.20119 7.34476 7.00294 -0.3769
F 0.38901 7.54175 4.79083 -0.3950
F 1.70547 6.32620 6.22712 -0.3053
F -0.35801 5.52058 5.60936 -0.4437
C 3.84981 4.66408 8.38272 0.3479
Cl 4.52059 4.55201 6.74773 -0.1083
Cl 2.16810 4.14806 8.36695 -0.0790
Cl 4.78376 3.61508 9.46699 -0.1251
Cl 3.95299 6.32941 8.94544 -0.0932
```

The net charge is +1. As for the orbital gap: 0.217 Ha. The calculation puts the calculated total energy at -274951.279 eV. The HOMO energy comes out at -11.171 eV.

---

[2]
Computed, not measured: a single C23H18N2O5S molecule, with wB97M-V/def2-TZVPD.

The geometry in XYZ format:
```
49
Properties=species:S:1:pos:R:3:nbo_charge:R:1
O 3.04317 -1.03708 -0.13356 -0.5766
C 2.60034 -1.04694 0.98169 0.8055
C 3.15794 -1.95531 2.07087 -0.6261
S 1.87812 -2.55009 3.23093 0.3344
C 0.66231 -2.98829 2.08766 0.2831
N -0.56761 -3.30867 2.33083 -0.2894
N -1.14448 -3.52658 1.13265 -0.3420
C -0.24532 -3.32817 0.21074 0.4828
C -0.42690 -3.41063 -1.21155 -0.2529
C 0.64279 -3.15998 -2.07639 -0.1541
C 0.46353 -3.21914 -3.44015 -0.2570
C -0.78851 -3.53428 -3.95585 -0.1652
C -1.85252 -3.78717 -3.11623 -0.2939
C -1.69661 -3.73044 -1.73049 0.4414
O -2.75881 -3.98076 -0.95720 -0.6805
O 0.94895 -2.98892 0.76340 -0.4370
O 1.61585 -0.29746 1.46069 -0.5007
C 0.82656 0.53578 0.66581 0.2338
C 0.55589 0.29839 -0.67450 -0.2310
C -0.29813 1.14518 -1.34842 -0.2431
C -0.89326 2.23168 -0.70482 0.2916
O -1.71530 2.99191 -1.47078 -0.4887
C -2.39725 4.07664 -0.87529 -0.1029
C -1.50121 5.20711 -0.42802 0.0311
C -1.89757 6.04063 0.61016 -0.2499
C -1.08828 7.08767 1.01271 -0.2013
C 0.12737 7.30630 0.38644 -0.2163
C 0.52694 6.47813 -0.64816 -0.1970
C -0.28539 5.43557 -1.05740 -0.2405
C -0.61742 2.45448 0.64198 -0.2490
C 0.23698 1.60663 1.32019 -0.2224
H 3.66650 -2.80073 1.60676 0.2523
H 3.86596 -1.39908 2.68588 0.2624
H 1.60994 -2.91941 -1.65915 0.2313
H 1.29169 -3.02220 -4.10252 0.2188
H -0.93157 -3.58269 -5.02481 0.2166
H -2.82763 -4.03346 -3.50500 0.2265
H -2.51969 -3.90517 -0.00971 0.5147
H 1.00282 -0.53321 -1.19324 0.2439
H -0.52410 0.97574 -2.38892 0.2295
H -3.01542 3.72628 -0.03719 0.1830
H -3.06760 4.43479 -1.66539 0.2109
H -2.84400 5.86760 1.10338 0.2104
H -1.40530 7.73101 1.82013 0.2143
H 0.76102 8.12046 0.70502 0.2143
H 1.47332 6.64481 -1.14077 0.2149
H 0.02318 4.78954 -1.86608 0.2237
H -1.05245 3.28672 1.17071 0.2203
H 0.45142 1.76606 2.36508 0.2260
```

The net charge is 0. As for the orbital gap: 0.322 Ha. The calculation puts the calculated total energy at -48195.629 eV. As for the SMILES: O=C(CSc1nnc(-c2ccccc2O)o1)Oc1ccc(OCc2ccccc2)cc1. The HOMO energy comes out at -8.403 eV. For the energy relative to the best compared isomer or geometry (same formula, charge and spin), the calculation gives 0.0 kJ/mol.

---

[3]
Computed, not measured: a molecular structure, H18O9Y, with wB97M-V/def2-TZVPD.

The geometry in XYZ format:
```
28
Properties=species:S:1:pos:R:3:nbo_charge:R:1
Y -0.10165 -0.00634 -0.08138 2.2030
O -0.46070 -2.29875 0.50035 -0.9680
H -1.05062 -2.92016 0.07364 0.5368
H -0.18151 -2.74361 1.30059 0.5249
O 1.90566 1.41406 -0.20503 -0.9732
H 2.39022 1.24292 -1.01259 0.5191
H 2.40458 2.10380 0.23263 0.5408
O -2.19734 -0.39649 1.39852 -0.9675
H -3.06832 -0.05398 1.59930 0.5306
H -2.00562 -1.00029 2.11606 0.5168
O 2.16357 -1.39152 0.05034 -0.9644
H 2.91814 -0.83452 -0.14095 0.5064
H 2.53786 -2.16808 0.46639 0.5304
O -0.82469 1.83301 -1.49596 -0.9657
H -0.27178 2.56851 -1.75973 0.5345
H -1.70112 2.20900 -1.41382 0.5232
O -0.47967 2.06766 1.23685 -0.9672
H 0.25084 2.43956 1.73110 0.5124
H -1.14775 2.75311 1.24375 0.5382
O 0.62616 -0.23755 2.08009 -0.9700
H 0.57593 0.54265 2.63237 0.5280
H 1.12846 -0.86640 2.59823 0.5407
O -1.82966 -0.82929 -1.43268 -0.9768
H -1.68115 -1.50712 -2.09201 0.5315
H -2.75416 -0.60025 -1.52797 0.5430
O 0.83497 -0.32550 -2.34456 -0.9759
H 0.33901 -0.29358 -3.16262 0.5363
H 1.68034 -0.70087 -2.59090 0.5322
```

The net charge is +3. As for the orbital gap: 0.476 Ha. The calculation puts the calculated total energy at -19741.151 eV. The HOMO energy comes out at -22.842 eV. For the energy relative to the best compared isomer or geometry (same formula, charge and spin), the calculation gives 52.9 kJ/mol.

---

[4]
Computed, not measured: a molecular structure, C22H31AlN3P2, with wB97M-V/def2-TZVPD.

The geometry in XYZ format:
```
59
Properties=species:S:1:pos:R:3:mulliken_charge:R:1
C -1.29032 -4.65763 1.07750 -0.3795
C -0.20684 -3.85757 0.76744 0.0545
C 0.22819 -3.77917 -0.60627 0.1738
C -0.65498 -4.15907 -1.66745 1.2079
C -1.92692 -4.65880 -1.24629 -1.1280
C -2.12608 -5.12954 0.04863 -0.5896
C -0.21737 -3.86156 -2.98599 -1.1645
C 0.89796 -3.00515 -3.19703 1.1734
C 1.68509 -2.72099 -2.03210 0.1293
C 2.74909 -1.74423 -2.11206 0.0828
C 3.18901 -1.31756 -3.35937 -0.4686
C 2.45972 -1.66819 -4.50489 -0.5159
C 1.22023 -2.27363 -4.37421 -1.1921
H -1.41658 -5.01300 2.10528 0.3725
H -2.76894 -4.71386 -1.93595 0.3741
H -2.96391 -5.76936 0.33779 0.3931
H -0.99270 -3.86134 -3.75098 0.2986
H 4.17647 -0.83593 -3.44429 0.3467
H 2.85783 -1.32399 -5.46318 0.3909
H 0.52954 -2.21459 -5.21031 0.4062
N 1.45356 -3.34887 -0.87222 -0.4381
Al -0.18238 0.56575 0.23762 -0.7459
C 0.37064 -2.90352 1.86775 -1.0900
H 1.45453 -2.79544 1.72203 0.3659
H 0.21721 -3.27233 2.90836 0.6129
C 3.24830 -1.00121 -0.83513 -1.0709
H 3.32627 -1.71533 -0.00520 0.4817
H 4.24661 -0.53255 -0.96070 0.6202
P -0.40773 -1.19684 1.73334 1.1120
P 2.07236 0.33358 -0.31215 1.3114
C 2.35696 1.70767 -1.45259 -1.4446
H 1.71822 2.55311 -1.15832 0.4125
H 3.41792 1.99489 -1.39974 0.4309
H 2.09639 1.40826 -2.47688 0.3588
C 2.78778 0.89940 1.26027 -1.4540
H 3.69257 1.46506 1.01392 0.5107
H 2.07250 1.54657 1.78494 0.4218
H 3.02850 0.03662 1.89270 0.3233
C -2.15881 -1.47845 2.12134 -1.4136
H -2.25147 -1.98872 3.09056 0.4210
H -2.65407 -0.50083 2.16051 0.4381
H -2.63301 -2.08065 1.33812 0.3445
C 0.21218 -0.33571 3.20680 -1.3670
H -0.12323 0.70860 3.15797 0.3848
H -0.21953 -0.83496 4.08201 0.4886
H 1.30680 -0.36164 3.24557 0.2953
H -1.36781 0.46208 -0.75380 -0.2650
H -1.39302 0.35846 -1.51603 0.6449
C -2.61931 4.60183 2.17068 -0.8264
N -1.74043 4.36806 1.01412 0.0091
C -1.45393 5.41948 0.04158 -0.8276
C -1.29448 3.18380 0.79031 0.7597
N -0.71859 2.15962 0.78242 -0.6204
H -2.92048 5.64086 2.24750 0.2807
H -2.09664 4.32769 3.08268 0.3156
H -3.51299 3.98518 2.09986 0.3233
H -0.38700 5.59698 -0.05853 0.3166
H -1.82144 5.17747 -0.95330 0.3291
H -1.89724 6.35889 0.31764 0.2845
```

The net charge is +1. As for the orbital gap (alpha / beta): 0.134 / 0.180 Ha. The calculation puts the calculated total energy at -52950.662 eV. The HOMO energy (alpha / beta) comes out at -7.216 / -8.508 eV. For the energy relative to the best compared isomer or geometry (same formula, charge and spin), the calculation gives 61.5 kJ/mol.

---

[5]
Computed, not measured: 4 unconnected molecules or ions with the total composition C14H26BBr6ClFN2O, with wB97M-V/def2-TZVPD.

The geometry in XYZ format:
```
52
Properties=species:S:1:pos:R:3:nbo_charge:R:1
C -0.94490 2.04957 0.04487 -0.6296
C -2.40594 1.49766 0.32689 -0.7944
B -2.79856 0.21162 -0.57317 1.0118
O -4.14670 0.17978 -1.02960 -0.8890
C -1.78041 -0.97586 -0.93308 -0.1847
C -1.99076 -2.26684 -1.53758 -0.0348
N -0.76998 -2.98126 -1.63077 0.0858
F -0.55184 -4.19050 -2.13906 -0.1031
C 0.19800 -2.17941 -1.07261 0.4062
C 1.72732 -2.38525 -0.82650 -0.2481
Cl 2.59901 -1.05645 -1.69592 0.0127
C 2.26382 -3.83828 -1.12322 -0.4336
C 2.87934 -4.04429 -2.56110 -0.6263
N -0.37527 -1.00960 -0.68829 -0.4531
H -0.87304 3.16972 0.03796 0.2504
H -0.20895 1.71471 0.83734 0.2125
H -0.49968 1.67906 -0.92884 0.1886
H -2.46321 1.27172 1.42922 0.2606
H -3.13353 2.31202 0.06797 0.2542
H -4.05871 0.18675 -2.00750 0.5075
H -2.99309 -2.63705 -1.86825 0.2843
H 1.89558 -2.20121 0.27527 0.2714
H 3.11027 -4.01159 -0.39475 0.2423
H 1.51433 -4.64732 -0.88364 0.2340
H 3.69887 -3.31084 -2.80146 0.2359
H 2.07341 -4.02479 -3.35012 0.2109
H 3.39177 -5.04996 -2.54183 0.2376
H 0.26732 -0.34109 -0.25651 0.4747
Br 2.55121 1.92916 1.97599 -0.0339
C 3.27251 3.71983 1.71556 -0.4404
C 2.17785 4.67990 1.33533 -0.4472
Br 1.66962 4.45007 -0.53291 -0.0145
H 4.05942 3.64580 0.96811 0.2378
H 3.71419 3.99284 2.67365 0.2369
H 2.52051 5.71141 1.41245 0.2404
H 1.27599 4.55726 1.93139 0.2330
Br 5.30475 -1.07157 0.70176 -0.0340
C 6.14651 -0.53400 2.37422 -0.4420
C 5.90547 -1.55025 3.46007 -0.4471
Br 4.09488 -1.41560 4.16686 -0.0186
H 5.76253 0.45462 2.61727 0.2351
H 7.20984 -0.46042 2.14739 0.2364
H 6.55866 -1.36303 4.31193 0.2382
H 6.03859 -2.57661 3.12546 0.2342
Br -10.07592 2.38323 -0.78278 0.0000
C -8.50130 1.34380 -0.30245 -0.4548
C -7.29006 1.79187 -1.07910 -0.4482
Br -7.33559 1.12685 -2.91062 -0.0255
H -8.75064 0.29725 -0.46368 0.2326
H -8.35889 1.51957 0.76362 0.2308
H -6.38081 1.37298 -0.64792 0.2331
H -7.19384 2.87399 -1.13738 0.2334
```

The net charge is +1. As for the orbital gap: 0.291 Ha. The calculation puts the calculated total energy at -456131.093 eV. The HOMO energy comes out at -11.647 eV.

---

- Which formula does entry 3 have?
  H18O9Y